Here is a cluster of 2 separate species, C41H37N7O7 in total in a non-equilibrium geometry from the OMol25 dataset. Energies are from ωB97M-V/def2-TZVPD.

* E_tot: -2494.15335 Ha
* LUMO: -2.7409 eV
* ΔE to the lowest compared entry with this formula, charge and spin: 0.0 kcal/mol

CARTESIAN COORDINATES (ANGSTROEM)
C: -6.75542 -1.85236 0.23994
C: -5.43200 -1.23156 -0.08234
C: -4.36238 -1.35846 0.80063
C: -3.11834 -0.77311 0.53989
C: -2.07038 -0.90503 1.60430
C: -2.94950 -0.08957 -0.66899
N: -1.66123 0.42621 -0.99278
C: -0.49340 -0.28865 -1.16020
C: -0.20280 -1.68502 -0.78874
C: -1.04007 -2.78503 -1.25542
C: -0.83358 -4.09263 -0.59289
C: -2.00584 -2.61352 -2.30155
C: -1.80385 -1.70936 -3.37075
C: -2.71020 -1.62943 -4.42619
C: -3.86976 -2.40724 -4.41343
C: -4.11307 -3.28515 -3.35332
C: -3.18629 -3.41249 -2.32948
O: 0.78271 -1.91056 -0.04874
N: 0.47769 0.60970 -1.37550
C: 1.89719 0.45400 -1.41270
C: 2.50683 -0.49274 -2.26162
C: 1.75910 -1.31332 -3.25933
C: 3.89730 -0.62448 -2.20235
C: 4.67441 0.18393 -1.37244
C: 6.16449 0.01991 -1.36118
C: 4.04514 1.14306 -0.57241
C: 2.65674 1.30248 -0.59004
C: 2.03275 2.34628 0.27345
N: -0.06060 1.88434 -1.49009
C: -1.33875 1.76321 -1.23636
C: -2.28972 2.86371 -1.17926
C: -2.12279 3.89562 -2.12933
C: -3.10325 4.87289 -2.26819
C: -4.21121 4.87558 -1.40680
C: -4.33090 3.91367 -0.39330
C: -3.35083 2.93821 -0.24586
C: -4.01606 0.08388 -1.56549
C: -3.93748 0.84296 -2.85834
C: -5.24463 -0.51364 -1.26087
H: -7.48575 -1.60690 -0.53486
H: -6.67239 -2.94385 0.30860
H: -7.13129 -1.48921 1.20399
H: -4.48796 -1.90874 1.73584
H: -1.25583 -0.17502 1.52454
H: -2.55614 -0.75033 2.58214
H: -1.64533 -1.92167 1.63531
H: -1.32535 -4.89535 -1.15439
H: 0.23993 -4.31401 -0.50716
H: -1.24640 -4.07987 0.42906
H: -0.89085 -1.10593 -3.38336
H: -2.50044 -0.94194 -5.24980
H: -4.58636 -2.32077 -5.22965
H: -5.02938 -3.87529 -3.32441
H: -3.36323 -4.10218 -1.49928
H: 2.48922 -1.82439 -3.89993
H: 1.15616 -2.10329 -2.79282
H: 1.11951 -0.70432 -3.90981
H: 4.37413 -1.36778 -2.84610
H: 6.63285 0.81275 -0.77153
H: 6.44680 -0.94794 -0.92759
H: 6.56467 0.05548 -2.38224
H: 4.64032 1.79200 0.07511
H: 2.82966 2.90281 0.77753
H: 1.42776 3.03951 -0.32130
H: 1.40233 1.92458 1.06761
H: -1.24334 3.87274 -2.77369
H: -3.00216 5.63252 -3.04747
H: -4.97779 5.64220 -1.51321
H: -5.19113 3.92546 0.28216
H: -3.40074 2.21516 0.56714
H: -4.49809 0.29906 -3.63331
H: -4.39890 1.84009 -2.76688
H: -2.91129 0.96600 -3.22210
H: -6.06955 -0.41574 -1.96936
O: 5.20127 1.38994 8.99274
N: 5.62272 0.47774 8.26162
O: 6.20098 -0.53957 8.71189
C: 5.47448 0.51792 6.81444
C: 5.97707 -0.55509 6.07294
C: 5.84441 -0.58391 4.66303
N: 6.38902 -1.67703 3.89820
O: 6.92192 -2.63235 4.49972
O: 6.30747 -1.62781 2.64645
C: 5.20127 0.44918 3.95710
C: 4.72667 1.51603 4.70056
N: 4.09275 2.69035 4.27497
O: 3.78927 3.11931 3.17128
O: 3.83080 3.42906 5.43901
N: 4.27997 2.76940 6.56666
C: 4.82366 1.61469 6.10401
H: 6.47846 -1.37281 6.58735
H: 5.10416 0.44285 2.87733